No. 1
Below is 2 unconnected molecules or ions with the total composition C4H8O3P2, with properties calculated with the ωB97M-V functional and the def2-TZVPD basis.

HOMO energy (eV): -9.037
2S+1: 1
Total energy (eV): -28995.7356
Relative energy (zero: lowest compared OMol25 entry of this formula, charge and spin) (kJ/mol): 112.2
Net charge: 0

Positions of all 17 atoms, in Å:
1 C 0.0239 -2.2309 -1.6258
2 H 1.7386 1.0986 1.3767
3 H -0.0840 2.3356 2.1878
4 H -0.6547 -2.0024 -2.4027
5 O -0.3858 -2.5265 -0.3695
6 H 2.1055 -2.4998 -1.2861
7 C 0.7612 1.0527 0.8461
8 H -2.1112 -0.7188 2.5709
9 O -2.4306 -0.7874 -0.5364
10 H 1.5687 -2.0568 -3.0429
11 O 0.8702 0.4663 -0.2041
12 C -0.3229 1.8802 1.2147
13 H -1.2522 1.3306 1.1660
14 C 1.2412 -2.4005 -2.0442
15 P -1.4386 -1.4460 0.3167
16 P -1.1495 -1.6307 2.2909
17 H -0.4211 2.6925 0.4770

=====

No. 2
Below is a gas-phase ion, C4H8O3PS (charge -1), with properties calculated with the ωB97M-V functional and the def2-TZVPD basis.

HOMO energy (eV): -3.721
2S+1: 1
Total energy (eV): -30547.3353
SMILES string: C=C[C@@H](C)O[P@]([O-])(O)=S
Relative energy (zero: lowest compared OMol25 entry of this formula, charge and spin) (kJ/mol): 119.0
Net charge: -1

Positions of all 17 atoms, in Å:
1 O 0.9214 -0.7788 -2.6826
2 H -0.2650 -0.1827 2.2266
3 O -1.1777 0.1599 -1.6882
4 S -1.5094 -0.3847 -4.5559
5 H 0.6339 -1.7136 2.2913
6 H 1.2222 -1.4796 -3.2941
7 C -0.8953 0.1739 -0.2087
8 C -0.1752 -1.0400 0.3268
9 C 0.1140 -1.0337 1.6280
10 H 0.1625 1.8957 -0.6175
11 H 0.3080 -1.6126 -0.4717
12 H -1.8819 0.1235 0.1229
13 P -0.8010 -0.9439 -2.7811
14 O -1.0341 -2.3508 -2.4739
15 H 0.3903 1.4851 0.9576
16 C -0.3297 1.5216 0.1839
17 H -1.0264 2.2953 0.6121

=====

No. 3
Below is a single C4H8O3S molecule, with properties calculated with the ωB97M-V functional and the def2-TZVPD basis.

HOMO energy (eV): -8.499
2S+1: 1
Total energy (eV): -21251.5625
Relative energy (zero: lowest compared OMol25 entry of this formula, charge and spin) (kJ/mol): 401.0
Net charge: 0

Positions of all 16 atoms, in Å:
1 C 1.4522 -0.4342 0.1265
2 C -2.1697 0.7724 0.1695
3 H -1.0168 1.8356 -0.8955
4 C 0.3980 0.3183 0.9568
5 H 0.7846 0.2756 1.9569
6 O -0.5918 -1.9925 0.5003
7 H 1.1547 -1.5680 -0.0096
8 H -3.1714 0.3501 0.0166
9 H 2.4063 -0.3471 0.5801
10 C 1.5879 0.2244 -1.1591
11 H 0.3618 1.3640 0.5163
12 H 1.8794 -0.4784 -1.9160
13 O 1.2722 1.3342 -1.4469
14 H -1.1678 -2.6706 0.6322
15 O -1.8571 1.4003 -1.0303
16 S -1.3225 -0.3839 1.0023

=====

No. 4
Below is a single C4H8O3S molecule, with properties calculated with the ωB97M-V functional and the def2-TZVPD basis.

HOMO energy (eV): -9.334
2S+1: 1
Total energy (eV): -21252.6486
SMILES string: CS(=O)(=O)C1(O)CC1
Relative energy (zero: lowest compared OMol25 entry of this formula, charge and spin) (kJ/mol): 296.2
Net charge: 0

Positions of all 16 atoms, in Å:
1 H -2.0059 -1.7510 -0.8751
2 C 1.3864 1.2195 0.7869
3 C -1.8608 -0.6880 -1.1713
4 H -2.7402 -0.2463 -1.5609
5 H 1.7481 0.9492 -1.4414
6 H 0.5621 1.9070 0.7847
7 H 2.6912 -0.1459 -0.2571
8 H 0.1338 -1.6414 1.5214
9 C 1.7082 0.3812 -0.4850
10 O -1.8039 -0.4057 1.3904
11 H 2.0361 1.1292 1.6189
12 S -1.1441 0.1660 0.2429
13 O -1.2693 1.5783 0.0399
14 O 0.9173 -1.4230 0.9126
15 H -0.9823 -0.7906 -1.8365
16 C 0.6233 -0.2383 0.3295

=====

No. 5
Below is a molecular structure, C4H8O3Sn, with properties calculated with the ωB97M-V functional and the def2-TZVPD basis.

⟨S²⟩: 0.754
HOMO energy (spin up / spin down) (eV): -11.931 / -11.889
2S+1: 2
Total energy (eV): -16234.1303
Relative energy (zero: lowest compared OMol25 entry of this formula, charge and spin) (kJ/mol): 652.2
Net charge: +1

Positions of all 16 atoms, in Å:
1 H -3.2493 -0.7343 1.2857
2 H 4.8896 -1.0800 -0.8394
3 H -3.6643 1.3833 0.8588
4 O 3.6079 0.3640 -0.0686
5 C -0.9411 0.4141 -0.0806
6 H 4.7820 -1.0222 0.9372
7 H 5.6604 0.2489 0.0572
8 O 0.1888 0.6097 -0.4847
9 H -2.4215 -1.5397 0.2772
10 C -3.2845 0.8345 -0.0098
11 H -3.2859 -1.0155 -0.8618
12 C -3.3217 -0.6670 0.1856
13 C 4.7621 -0.3964 0.0227
14 O -1.8811 1.2701 -0.1223
15 Sn 1.9080 0.1908 -0.2035
16 H -3.7495 1.1395 -0.9537

=====

No. 6
Below is a molecular structure, C4H8O3Sn, with properties calculated with the ωB97M-V functional and the def2-TZVPD basis.

HOMO energy (spin up / spin down) (eV): -18.928 / -18.930
2S+1: 1
Total energy (eV): -16225.2418
Relative energy (zero: lowest compared OMol25 entry of this formula, charge and spin) (kJ/mol): 645.7
Net charge: +2

Positions of all 16 atoms, in Å:
1 Sn 0.4659 -2.6879 -0.1116
2 O -0.3369 -1.2464 -1.3987
3 H 1.0699 0.1208 3.1507
4 C -1.1505 -0.6038 -2.2816
5 H 2.3312 -0.1015 1.8973
6 C 0.4050 0.4922 1.1303
7 H 1.7932 1.5351 2.3415
8 C -1.1434 0.7383 -2.2275
9 H 0.7727 0.8577 0.1643
10 H -2.0499 1.2803 -2.4972
11 H -0.5074 1.0194 1.4285
12 H -1.9379 -1.2046 -2.7411
13 O 0.0196 -0.9080 0.9493
14 H -0.2077 1.2638 -2.0272
15 O -0.9880 -1.0537 0.0228
16 C 1.4642 0.4982 2.2003

=====

No. 7
Below is 2 unconnected molecules or ions with the total composition C4H8O4, with properties calculated with the ωB97M-V functional and the def2-TZVPD basis.

HOMO energy (eV): -10.645
2S+1: 1
Total energy (eV): -12468.5216
SMILES string: CC(=O)O.CC(=O)O
Relative energy (zero: lowest compared OMol25 entry of this formula, charge and spin) (kJ/mol): 61.5
Net charge: 0

Positions of all 16 atoms, in Å:
1 H 1.9323 -3.3207 -0.0991
2 H 1.9768 -2.7953 1.6478
3 H 0.6259 0.8018 -0.3315
4 H 3.1852 -2.2886 0.3671
5 O -1.6901 0.2111 -0.0673
6 H -1.2938 3.4190 0.0583
7 C -2.0763 2.7027 -0.4766
8 C 1.2025 -1.3805 0.3842
9 H -2.1647 2.9946 -1.5176
10 C -1.2660 1.3528 -0.4101
11 H -0.6349 -0.8199 0.3117
12 O 1.6242 -0.2717 0.1255
13 O -0.0767 -1.6639 0.4440
14 H -3.1101 2.5523 -0.0663
15 C 2.1599 -2.5315 0.5859
16 O 0.0629 1.5490 -0.6112

=====

No. 8
Below is a molecular structure, C4H8O4, with properties calculated with the ωB97M-V functional and the def2-TZVPD basis.

HOMO energy (eV): -8.910
2S+1: 1
Total energy (eV): -12464.7747
Relative energy (zero: lowest compared OMol25 entry of this formula, charge and spin) (kJ/mol): 423.1
Net charge: 0

Positions of all 16 atoms, in Å:
1 H -1.4988 -0.0176 -0.5163
2 H -0.5128 -2.9663 0.3541
3 H 1.0552 -2.2053 0.5315
4 H 1.8083 1.6097 0.6453
5 O 1.6599 0.9400 -0.0359
6 C 0.4385 1.1961 -0.6247
7 H 0.0613 -1.8170 -0.8877
8 O 0.3766 0.5888 -1.8456
9 O -1.5123 1.2951 1.0936
10 C -0.5481 -0.9202 0.9569
11 H -0.9719 2.2078 0.3757
12 O -0.0448 2.3832 -0.4750
13 H -0.6361 -1.0552 2.0317
14 C -0.9764 0.2832 0.4289
15 C 0.0313 -2.0346 0.1765
16 H 1.2703 0.5121 -2.2090

=====

No. 9
Below is 2 unconnected molecules or ions with the total composition C4H8O4, with properties calculated with the ωB97M-V functional and the def2-TZVPD basis.

HOMO energy (eV): -10.367
2S+1: 1
Total energy (eV): -12467.6627
SMILES string: CC(=O)O.CC(=O)O
Relative energy (zero: lowest compared OMol25 entry of this formula, charge and spin) (kJ/mol): 144.4
Net charge: 0

Positions of all 16 atoms, in Å:
1 C -1.1416 1.5369 -1.3353
2 C -1.8760 0.2442 -1.7101
3 H 0.4201 -1.3168 1.9132
4 O -3.1701 0.4148 -2.1148
5 H -3.4157 1.3486 -2.3590
6 O 2.1025 -1.6491 0.0960
7 H -1.0280 1.6914 -0.2491
8 O 3.6370 -0.7148 1.5794
9 C 2.4964 -1.1167 1.3198
10 C 1.3379 -0.8136 2.2609
11 H 1.1210 0.2593 2.3966
12 H 1.6253 -1.2406 3.2364
13 H -0.1410 1.5506 -1.7992
14 H -1.7328 2.3709 -1.7494
15 H 1.1104 -1.6979 0.0226
16 O -1.3453 -0.8673 -1.5080

=====

No. 10
Below is 2 unconnected molecules or ions with the total composition C4H8O4Si, with properties calculated with the ωB97M-V functional and the def2-TZVPD basis.

HOMO energy (eV): -8.827
2S+1: 1
Total energy (eV): -20345.4257
SMILES string: CO[SiH](O)O.C=C=C=O
Relative energy (zero: lowest compared OMol25 entry of this formula, charge and spin) (kJ/mol): 209.5
Net charge: 0

Positions of all 17 atoms, in Å:
1 H -2.7513 0.0342 -0.7629
2 O -0.6020 1.6566 -0.7332
3 C 2.7309 1.8679 1.0864
4 H 0.0408 2.3386 -2.6851
5 H 2.9454 2.5038 1.9119
6 C 3.8351 -0.0968 0.0845
7 C 3.5166 0.8267 0.8792
8 O 4.3283 -1.0147 -0.4034
9 O -0.5987 -0.5477 0.7042
10 Si -1.5486 0.5801 0.0886
11 H -0.8338 -0.8010 1.6545
12 C -0.1535 1.3886 -2.1385
13 H -0.8433 0.7259 -2.7442
14 H 1.9208 2.1400 0.4149
15 H 0.7586 0.8565 -2.0314
16 O -1.8334 1.4803 1.4025
17 H -2.1080 2.4569 1.4171

=====

No. 11
Below is a single C4H8OS molecule, with properties calculated with the ωB97M-V functional and the def2-TZVPD basis.

HOMO energy (spin up / spin down) (eV): -8.195 / -8.055
2S+1: 1
Total energy (eV): -17154.6799
Relative energy (zero: lowest compared OMol25 entry of this formula, charge and spin) (kJ/mol): 556.7
Net charge: 0

Positions of all 14 atoms, in Å:
1 H 1.9383 -0.3403 0.9206
2 H 0.3050 1.4302 0.5660
3 H -1.9216 1.8941 -0.4585
4 C 1.0355 -0.9804 -1.0253
5 H 0.5906 -1.9493 -1.3747
6 H -3.5108 0.7802 -0.6221
7 O -1.9485 -1.4885 0.2699
8 H 0.7050 -1.6387 1.0927
9 H -0.1179 0.1737 1.8953
10 C -2.5103 0.9284 -0.1995
11 C 0.0590 0.3662 0.9212
12 C 1.1032 -0.7918 0.4897
13 H 1.5752 -0.4763 -1.7734
14 S -1.3045 -0.2758 -0.2270

=====

No. 12
Below is a single C4H8OS molecule, with properties calculated with the ωB97M-V functional and the def2-TZVPD basis.

HOMO energy (eV): -8.643
2S+1: 1
Total energy (eV): -17159.7907
SMILES string: C1COCSC1
Relative energy (zero: lowest compared OMol25 entry of this formula, charge and spin) (kJ/mol): 63.6
Net charge: 0

Positions of all 14 atoms, in Å:
1 S -1.8496 -0.0328 -0.3174
2 C -0.7076 1.2707 0.2018
3 H 1.3878 1.7810 -0.1042
4 H -1.1084 2.1857 -0.2724
5 C 1.2069 -0.3689 -0.0017
6 C 0.6837 0.9532 -0.3923
7 H -0.9925 -1.6943 1.1719
8 H 0.5741 0.9545 -1.4694
9 H 1.3098 -0.4204 1.1006
10 O 0.3680 -1.4428 -0.3864
11 C -0.9286 -1.4919 0.1013
12 H 2.1054 -0.6156 -0.5315
13 H -1.3930 -2.3405 -0.3863
14 H -0.6557 1.2621 1.2860